{
  "formula": "C5H6ClNO",
  "method": "ωB97M-V/def2-TZVPD",
  "species": ["C", "C", "C", "C", "C", "H", "H", "H", "H", "H", "H", "N", "O", "Cl"],
  "coordinates": [[-1.168614, 0.195951, 0.678221], [0.210296, -0.490498, 0.748204], [2.370360, -0.025045, -0.299115], [0.423098, 1.545102, -0.247070], [-0.842403, 1.508557, 0.112150], [-1.612074, 0.246744, 1.700119], [0.586355, -0.477120, 1.814270], [0.141388, -1.515694, 0.281848], [2.992557, 0.733000, -0.871548], [0.919268, 2.444854, -0.658494], [-1.598845, 2.205886, -0.221543], [1.095543, 0.366527, -0.031755], [2.814237, -1.162938, -0.079270], [-2.209868, -0.782604, -0.420150]],
  "forces_ev_per_angstrom": [[0.353, -0.805, 1.048], [0.053, -1.205, 0.659], [1.317, -1.229, -1.005], [1.151, 2.023, -0.961], [-1.090, 0.452, -0.565], [-0.101, -0.228, -1.024], [-0.383, -0.467, -1.130], [0.441, 1.028, 0.963], [-0.674, -0.458, 0.701], [-0.153, -0.934, 0.037], [0.178, 0.257, 0.475], [0.401, -0.853, 0.722], [-1.024, 2.248, -0.013], [-0.470, 0.171, 0.091]],
  "lowdin_charge": [-0.6540, -0.1589, -0.2838, -0.0908, -0.1353, 0.1180, 0.1533, 0.1230, 0.1496, 0.1429, 0.1100, -0.0799, 0.0071, 0.5989],
  "fmax_ev_per_a": 2.5,
  "homo_energy_ev": -9.02,
  "e_lumo_ha": 0.028,
  "relative_energy_kcal_mol": 17.95,
  "smiles": "O=CN1C=C[C@@H](Cl)C1",
  "energy_ha": -784.29315
}